1.
{
  "formula": "C7H14N2OPPt",
  "method": "wB97M-V/def2-TZVPD",
  "species": ["C", "C", "C", "C", "C", "Pt", "P", "H", "H", "H", "H", "H", "H", "H", "H", "C", "N", "C", "N", "O", "H", "H", "H", "H", "H", "H"],
  "positions_angstrom": [[0.699503, -0.152358, -3.109386], [-0.508422, -0.939361, -3.088789], [-0.363936, -1.940387, -2.088534], [0.854613, -1.775813, -1.410092], [1.593062, -0.682370, -2.024727], [0.410459, 0.879656, -1.102665], [-0.289210, 2.883399, -0.709691], [1.037430, 0.493369, -3.902568], [-1.335638, -0.863460, -3.785900], [-1.044438, -2.779181, -1.939541], [2.650847, -0.464048, -1.931491], [1.299860, -2.456800, -0.695883], [-1.317560, 2.876729, 0.274220], [-0.878405, 3.515144, -1.851852], [0.736955, 3.782066, -0.263045], [-1.609172, -1.181548, 3.011469], [-0.523868, -0.249659, 2.897824], [0.155462, 0.107039, 1.799266], [1.172729, 0.978787, 2.039780], [-0.158005, -0.286453, 0.628291], [-1.739419, -1.754276, 2.092892], [-2.536225, -0.669672, 3.289908], [-1.418090, -1.870584, 3.835765], [-0.165170, 0.171964, 3.748984], [1.794980, 1.231844, 1.285551], [1.481660, 1.145974, 3.000223]],
  "forces_ev_per_angstrom": [[0.0656, -0.1050, 0.3259], [-0.2902, -1.1918, 0.0498], [-0.6147, 0.0267, -0.8371], [0.9348, -0.7077, 0.0562], [0.3000, 0.8432, 0.0221], [1.5606, -0.8431, -0.5128], [-0.7849, 1.2980, 0.2568], [-0.1289, 0.0676, -0.1233], [0.1357, 0.0609, 0.2155], [0.0935, 0.4051, 0.0237], [-0.1302, -0.5249, -0.3082], [-0.3126, 0.1238, 0.0201], [0.3978, 0.5739, -0.2213], [0.2849, 0.1591, 0.6786], [-0.9068, -0.0477, -0.1563], [-0.7116, -0.4040, 0.3565], [0.7701, 0.3650, 0.0680], [-0.0555, 0.3336, -0.3421], [0.0363, -0.0696, 0.3608], [-0.3711, 0.0585, 1.5495], [0.0389, 0.2289, 0.0837], [0.0483, 0.0040, -0.3770], [0.1927, -0.1040, -0.1746], [-0.3459, -0.3516, -0.1706], [-0.0620, -0.1242, -0.0779], [-0.1446, -0.0749, -0.7659]],
  "total_charge": 1,
  "de_lowest_kcal_mol": 0.00,
  "spin_multiplicity": 5,
  "homo_ev": [-7.35, -12.83],
  "gap_ev": [4.95, 6.96],
  "energy_ev": -25036.4759,
  "e_lumo_ev": [-2.4, -5.9]
}

2.
{
  "formula": "C7H14N2S",
  "method": "wB97M-V/def2-TZVPD",
  "species": ["C", "C", "C", "C", "C", "C", "C", "N", "N", "S", "H", "H", "H", "H", "H", "H", "H", "H", "H", "H", "H", "H", "H", "H"],
  "positions_angstrom": [[0.967515, 3.228091, -1.190063], [2.035470, 2.154471, -1.268167], [0.563142, 1.870643, -1.435437], [2.844567, 1.624105, -0.047840], [-2.849833, -1.453583, -0.200568], [-1.086639, -2.143301, 1.405684], [-1.800720, -0.931413, 0.738904], [-0.121600, 0.754872, 0.490111], [-0.928753, 0.034238, 0.032797], [-0.583702, 1.261023, -2.430453], [0.850726, 3.808720, -0.203595], [0.642033, 3.894673, -2.009241], [2.633237, 2.152977, -2.166131], [3.610829, 2.342016, 0.139031], [3.266122, 0.674007, -0.438406], [2.159099, 1.705081, 0.718084], [-2.516513, -2.039168, -1.054279], [-3.573417, -2.195092, 0.255243], [-3.554384, -0.784786, -0.715083], [-0.413322, -1.723532, 2.234831], [-0.395076, -2.522036, 0.620455], [-1.957291, -2.855695, 1.668805], [-2.380769, -0.329893, 1.591390], [-1.188566, 0.016423, -1.034353]],
  "forces_ev_per_angstrom": [[-0.6101, 2.6603, 2.2521], [0.0087, -0.5992, -0.4583], [-0.0350, -0.7960, 0.3125], [-0.1642, 0.8727, -3.5582], [-2.3137, -1.3471, -1.1131], [0.2905, 1.2914, -0.1693], [-2.1577, 0.3548, 2.7640], [1.1627, 1.0108, 0.2827], [-1.2883, -1.4370, -0.2606], [0.0815, -0.3282, -0.9320], [0.0658, -1.3042, -1.2501], [0.8518, -0.3603, 0.2361], [-0.0818, -0.1944, -0.4048], [0.9114, 0.3258, 0.1474], [-0.4196, 0.3029, 1.2042], [-1.0564, -1.0176, 2.1285], [0.9473, -0.1073, -0.0193], [1.0009, 0.8959, 0.1993], [0.4881, 0.7122, 0.5698], [-1.2750, -1.1017, -0.8131], [-0.5749, -0.4177, 0.6133], [2.0394, 0.9285, 0.0071], [1.4384, -1.0402, -1.7557], [0.6904, 0.6956, 0.0174]],
  "de_lowest_kcal_mol": 130.10,
  "spin_multiplicity": 1,
  "homo_ev": -7.67,
  "gap_ev": 8.23,
  "energy_ev": -21296.2813,
  "e_lumo_ev": 0.6
}

3.
{
  "formula": "C7H14N2S",
  "method": "wB97M-V/def2-TZVPD",
  "species": ["C", "C", "C", "C", "C", "C", "C", "H", "H", "H", "H", "H", "H", "H", "H", "H", "H", "H", "H", "H", "H", "N", "N", "S"],
  "positions_angstrom": [[-1.683509, -0.902012, 0.957149], [-0.880904, -1.776688, -1.131043], [-0.973292, 0.441960, -0.718550], [-0.558743, 1.597886, 0.141333], [0.892131, 1.226979, 0.762601], [2.117954, 1.181969, -0.229554], [2.508540, -1.161007, 0.472978], [-2.749643, -0.045845, 0.446548], [-1.196253, -0.248518, 1.949437], [-2.245205, -2.161314, 1.015147], [-1.954792, -1.607725, -1.431824], [-0.425823, -1.469636, -2.224810], [-0.795980, -3.004380, -0.954770], [-0.085505, 0.579340, -1.588323], [-2.085257, 0.480339, -1.118527], [-1.220701, 1.880918, 1.136111], [-0.598540, 2.596435, -0.419942], [1.090257, 1.808204, 1.855732], [0.915183, 0.228155, 1.229188], [2.822966, 1.461045, 0.494849], [2.411659, 1.928861, -1.050714], [-0.667996, -0.856712, -0.064797], [2.700511, -1.867153, 1.442374], [2.662943, -0.311101, -0.970583]],
  "forces_ev_per_angstrom": [[-2.7499, 0.1319, 0.9689], [-1.6179, -3.0419, -3.6111], [2.6496, 0.9177, -2.4041], [0.0795, 1.9431, 3.6455], [-0.9319, 1.4222, 1.1222], [-0.1061, 2.9201, 0.1910], [2.0839, -4.7960, 4.7235], [2.5119, -2.7817, 1.9278], [-1.9756, -2.6049, -2.5207], [2.0878, 4.2291, 0.5203], [0.2923, -0.7761, 0.1504], [-0.1614, -0.8211, 3.1811], [0.2449, 3.5232, -0.0446], [-2.7577, -0.6355, 1.5436], [2.2440, -0.0733, 0.4621], [1.1462, -1.1146, -2.5158], [0.4798, -1.5306, 0.5770], [-0.1305, -0.5732, -3.4801], [-0.6249, 0.2003, -0.6333], [1.8329, 0.0592, 0.7433], [-1.6386, -0.4628, 1.0566], [-0.9816, 1.2746, -0.9189], [-1.3956, 3.6256, -4.7081], [-0.5811, -1.0352, 0.0234]],
  "de_lowest_kcal_mol": 179.36,
  "spin_multiplicity": 1,
  "homo_ev": -9.19,
  "gap_ev": 9.59,
  "energy_ev": -21294.1449,
  "e_lumo_ev": 0.4
}

4.
{
  "formula": "C7H14N3",
  "method": "wB97M-V/def2-TZVPD",
  "species": ["C", "N", "N", "C", "C", "N", "C", "C", "C", "C", "H", "H", "H", "H", "H", "H", "H", "H", "H", "H", "H", "H", "H", "H"],
  "positions_angstrom": [[3.590482, 1.690134, -0.835225], [3.086195, 0.822706, -0.126334], [2.247687, -0.129898, -0.222076], [2.346997, -1.361617, -0.192663], [1.087375, -2.088908, 0.362622], [-0.048358, -1.483159, -0.097547], [-0.816183, -0.662909, 0.477741], [-2.081465, 0.029699, 0.224714], [-2.464555, 1.045761, 1.393528], [-2.213148, 0.720720, -1.129941], [3.542255, 1.932438, -1.907767], [3.997581, 2.548896, -0.225242], [3.245314, -1.874019, -0.360758], [1.218408, -3.108904, -0.016479], [1.094709, -2.124037, 1.426134], [-0.174005, -1.431963, -1.148673], [-0.601830, -0.732824, 1.648025], [-2.789708, -0.740440, 0.193941], [-2.971246, 0.695209, 2.293172], [-3.198342, 1.747637, 1.063887], [-1.601192, 1.535477, 1.684179], [-1.362875, 1.426034, -1.224640], [-2.944942, 1.474620, -1.385945], [-2.189147, 0.069350, -1.894646]],
  "forces_ev_per_angstrom": [[1.0042, 3.8064, -0.5048], [0.2095, -1.0335, 1.3078], [-1.6877, 1.7406, -0.0703], [-1.2436, -0.8672, 0.9196], [3.7523, -1.8070, -0.9121], [-2.8371, 1.8248, -5.1903], [0.2245, -0.7442, 6.2577], [-1.1021, 2.7755, -0.1114], [-0.9124, -1.7059, -0.7712], [2.0762, 3.1952, 1.5999], [-0.3250, -0.8944, 0.1591], [0.2094, -1.1067, -0.8187], [1.2200, -1.0373, 0.0456], [-0.7477, -0.0142, 0.1655], [0.0615, 0.1055, 0.9308], [0.4664, -0.6559, 1.2157], [-0.3269, 0.5894, -2.2780], [-1.2216, -1.5870, 0.3375], [0.4494, -0.9941, -0.0645], [-0.1542, 0.6182, -0.8314], [1.6731, 1.2798, 0.6165], [0.2603, -0.6582, -0.1403], [-1.2475, -0.4631, 0.9403], [0.1990, -2.3665, -2.8033]],
  "total_charge": 1,
  "smiles": "C=N/N=C/C/[NH+]=C/C(C)C",
  "de_lowest_kcal_mol": 125.64,
  "spin_multiplicity": 1,
  "homo_ev": -12.61,
  "gap_ev": 8.49,
  "energy_ev": -11945.4714,
  "e_lumo_ev": -4.1
}

5.
{
  "formula": "C7H14N3",
  "method": "wB97M-V/def2-TZVPD",
  "species": ["C", "C", "C", "C", "C", "C", "C", "N", "N", "N", "H", "H", "H", "H", "H", "H", "H", "H", "H", "H", "H", "H", "H", "H"],
  "positions_angstrom": [[2.895084, -1.234498, -0.614565], [-1.739168, -0.636091, -1.014539], [-1.633313, -1.631463, 0.096353], [-1.807888, 0.808590, -0.285434], [2.035107, -0.270542, -0.584257], [-0.080453, 0.036281, 0.922290], [0.123150, 2.358694, 0.272907], [3.525810, -0.101569, 0.052160], [-0.560294, -1.187267, 0.982885], [-0.551691, 1.054133, 0.293286], [3.166583, -2.352808, -0.750868], [-0.858055, -0.590735, -1.667729], [-2.637737, -0.674818, -1.606144], [-2.522674, -1.566076, 0.619219], [-1.317320, -2.695004, -0.240481], [-2.208902, 1.577288, -0.971064], [-2.588449, 0.601283, 0.555105], [1.658517, 0.457796, -1.242072], [0.736756, 0.302535, 1.646340], [0.182697, 2.597573, 1.286308], [1.087983, 2.198145, -0.195888], [-0.378297, 3.179131, -0.245598], [-0.055995, -1.910193, 1.624389], [3.528550, -0.320392, 1.067402]],
  "forces_ev_per_angstrom": [[0.9101, -1.8425, 0.7681], [0.5058, 2.5519, 0.0082], [2.3207, -1.8937, -1.6307], [-3.3231, -2.3087, -0.7114], [1.8295, -0.3109, 0.0903], [2.7048, 0.0271, 3.0342], [0.2253, -0.7384, -0.7470], [-0.8262, -1.3520, -0.1761], [1.0460, -1.1203, 1.5720], [-0.9042, 0.8466, -0.8950], [-0.4658, 2.3260, -0.1001], [-0.2610, -0.3361, 0.0356], [-0.2560, -0.6152, -0.1624], [-1.8806, -0.7698, 1.1412], [-1.0505, 1.7271, 0.4588], [0.6407, -0.2680, 0.5178], [1.1050, 0.9639, -1.2804], [-0.6977, 0.5519, -0.4258], [-0.5024, -0.6608, -0.9607], [0.7048, 0.9871, 1.5640], [0.2576, 0.3526, 0.2169], [-0.4528, -0.6898, -0.0665], [-1.3240, 2.0756, -1.7175], [-0.3058, 0.4963, -0.5335]],
  "total_charge": 1,
  "de_lowest_kcal_mol": 137.26,
  "spin_multiplicity": 1,
  "homo_ev": -12.11,
  "gap_ev": 8.66,
  "energy_ev": -11944.9672,
  "e_lumo_ev": -3.5
}